# 1
Computed, not measured: 3 unconnected molecules or ions with the total composition C4H17N2O2 in a non-equilibrium geometry, with ωB97M-V/def2-TZVPD.

Values from the calculation:
ΔE to the lowest compared entry with this formula, charge and spin: 65.9 kcal/mol
⟨S²⟩: 0.75
spin multiplicity: 2
net charge: +2
E_HOMO (spin up / spin down): -0.661 / -0.660 Eh

Atoms and positions in Å:
1 C 1.58898 -0.52569 -1.71161
2 C 1.88625 -0.92691 -0.28537
3 C 0.65947 -1.47250 0.47088
4 C -1.69073 -0.58148 1.41299
5 N -0.36249 -0.22592 0.93042
6 N 0.54688 0.55638 -1.60962
7 H 1.18831 -1.38150 -2.34656
8 H 2.48303 -0.39040 -2.26374
9 H 2.64973 -1.56970 -0.13762
10 H 2.15527 0.11589 0.24427
11 H 0.94398 -1.94924 1.43937
12 H 0.18242 -2.25174 -0.18279
13 H -2.14725 -1.29317 0.65246
14 H -2.32620 0.41599 1.46410
15 H -1.79372 -0.94932 2.40683
16 H 0.07939 0.47835 1.55896
17 H -0.41829 0.22548 0.00524
18 H 1.01572 1.55898 -1.63163
19 H -0.12658 0.53210 -2.38012
20 H 0.71582 1.46945 4.03422
21 H 0.78900 2.80553 3.32039
22 O 0.83321 1.82795 3.14201
23 H -3.23825 0.45887 -2.95510
24 H -2.50828 1.84295 -3.04578
25 O -3.10565 1.22966 -2.53218

Table of Löwdin atomic charges, one value per atom, all in e: number 1, C, carries -0.131; number 2, C, carries -0.145; number 3, C, carries -0.019; number 4, C, carries -0.022; number 5, N, carries 0.014; number 6, N, carries 0.277; number 7, H, carries 0.169; number 8, H, carries 0.156; number 9, H, carries 0.099; number 10, H, carries 0.182; number 11, H, carries 0.154; number 12, H, carries 0.152; number 13, H, carries 0.132; number 14, H, carries 0.162; number 15, H, carries 0.096; number 16, H, carries 0.137; number 17, H, carries 0.107; number 18, H, carries 0.237; number 19, H, carries 0.147; number 20, H, carries 0.060; number 21, H, carries 0.091; number 22, O, carries -0.076; number 23, H, carries -0.034; number 24, H, carries 0.076; number 25, O, carries -0.018



# 2
Computed, not measured: 2 unconnected molecules or ions with the total composition C7H9NO in a non-equilibrium geometry, with ωB97M-V/def2-TZVPD.

Values from the calculation:
ΔE to the lowest compared entry with this formula, charge and spin: 82.9 kcal/mol
SMILES string: CC(=O)C#N.C=C=CC
spin multiplicity: 1
E_HOMO: -0.362 Eh

Atoms and positions in Å:
1 C 1.97653 0.00158 -1.18980
2 C 1.41105 0.09336 0.21160
3 O 1.71792 0.93261 1.02579
4 C 1.07152 -1.35507 0.68387
5 N 0.96421 -2.43919 1.05480
6 H 1.31394 -0.57546 -1.83122
7 H 2.12033 1.00778 -1.57985
8 H 2.94233 -0.50153 -1.14640
9 C -1.88584 -1.69627 -0.02367
10 C -1.30080 -0.54647 -0.11355
11 C -0.84727 0.70006 -0.20044
12 C -1.10849 1.72135 0.87288
13 H -1.35736 -2.58491 0.29169
14 H -2.92566 -1.80285 -0.30318
15 H -0.62439 1.09774 -1.18569
16 H -0.17895 2.24113 1.11240
17 H -1.45381 1.24809 1.78901
18 H -1.83526 2.45806 0.53175

Table of Löwdin atomic charges, one value per atom, all in e: number 1, C, carries -0.019; number 2, C, carries -0.483; number 3, O, carries 0.078; number 4, C, carries -0.150; number 5, N, carries 0.166; number 6, H, carries 0.088; number 7, H, carries 0.092; number 8, H, carries 0.100; number 9, C, carries 0.036; number 10, C, carries -0.112; number 11, C, carries -0.199; number 12, C, carries -0.073; number 13, H, carries 0.046; number 14, H, carries 0.071; number 15, H, carries 0.124; number 16, H, carries 0.065; number 17, H, carries 0.088; number 18, H, carries 0.080